# 1
A molecular structure, C28H34NOSr. Source: OMol25; level of theory: the ωB97M-V functional and the def2-TZVPD basis.

The geometry in XYZ format:
```
65
C28H34NOSr the ωB97M-V functional and the def2-TZVPD basis
C 2.42 0.14 1.38
C 2.30 -0.60 0.18
C 2.07 0.31 -0.89
H 2.44 -1.68 0.08
C 2.05 1.62 -0.34
C 2.26 1.52 1.07
H 1.98 2.54 -0.91
C -1.58 -2.07 1.85
C -0.33 -2.51 1.36
C -0.36 -2.41 -0.06
H 0.50 -2.87 1.95
C -1.64 -1.93 -0.44
C -2.40 -1.71 0.76
H 2.04 0.05 -1.94
H 2.34 2.35 1.77
H 2.61 -0.28 2.37
H -3.45 -1.40 0.78
H 0.42 -2.70 -0.76
H -1.86 -1.95 2.90
Sr -0.46 0.45 0.55
C -2.08 -1.51 -1.82
C -3.59 -1.68 -1.93
C -1.39 -2.34 -2.92
H -3.87 -2.71 -1.68
H -3.94 -1.45 -2.94
H -4.12 -1.00 -1.26
H -1.54 -3.41 -2.74
H -0.31 -2.15 -2.98
H -1.83 -2.09 -3.90
C -1.63 -0.01 -1.96
C -2.22 0.78 -3.11
H -0.52 0.03 -2.01
H -2.06 0.55 -1.09
O -3.42 0.64 -3.35
N -1.44 1.65 -3.82
C -0.30 2.44 -3.33
H -1.97 2.11 -4.55
C 1.01 1.93 -3.89
C 2.18 2.65 -3.66
H 2.12 3.62 -3.15
C 3.41 2.12 -4.05
H 4.33 2.67 -3.82
C 3.47 0.89 -4.72
H 4.43 0.47 -5.02
C 2.28 0.21 -5.03
H 2.29 -0.73 -5.57
C 1.05 0.74 -4.63
H 0.11 0.25 -4.88
H -0.26 2.48 -2.22
H -0.46 3.48 -3.67
C 1.20 -0.56 5.93
C -0.08 0.21 5.67
C -1.29 -0.60 6.13
C -0.03 1.54 6.41
C -0.21 0.40 4.24
C -0.42 0.59 3.05
H 1.27 -0.75 7.01
H 2.08 0.02 5.62
H 1.21 -1.51 5.39
H -1.19 -0.76 7.20
H -2.22 -0.06 5.93
H -1.33 -1.56 5.62
H 0.84 2.12 6.13
H -0.93 2.13 6.23
H 0.03 1.31 7.48
```

Output
Strongest force on any atom   2.55 eV/Å
2S+1   1
Charge   -1
DFT total energy   -1248.042940 hartree
E_HOMO   -0.146 Eh
Molecular weight   488.206 g mol⁻¹
Frontier orbital gap   6.172 eV
LUMO energy   2.21 eV

# 2
A molecular structure, C21H31LuN5OS4. Source: OMol25; level of theory: the ωB97M-V functional and the def2-TZVPD basis.

The geometry in XYZ format:
```
63
C21H31LuN5OS4 the ωB97M-V functional and the def2-TZVPD basis
Lu 0.33 -0.46 0.07
C 1.88 -1.32 2.74
N 0.52 -0.91 2.27
C -0.43 -2.01 2.58
C -0.19 -3.18 1.66
N -0.32 -2.65 0.34
C 0.89 -2.30 -0.40
C -1.23 -3.35 -0.46
C -1.15 -4.67 -0.89
C -2.18 -5.19 -1.69
C -3.27 -4.37 -2.05
C -3.33 -3.05 -1.62
C -2.30 -2.57 -0.83
S -2.16 -1.00 -0.20
C 0.11 0.27 3.02
C -0.93 0.33 3.97
C -1.25 1.52 4.65
C -0.53 2.68 4.38
C 0.49 2.65 3.44
C 0.78 1.46 2.78
S 2.00 1.40 1.61
H 1.87 -2.31 3.21
H 2.32 -0.67 3.51
H 2.58 -1.41 1.90
H -1.47 -1.69 2.45
H -0.32 -2.35 3.62
H -0.93 -3.96 1.89
H 0.79 -3.65 1.81
H 1.63 -3.10 -0.36
H 1.35 -1.38 -0.03
H 0.69 -2.10 -1.47
H -0.31 -5.28 -0.60
H -2.14 -6.21 -2.03
H -4.06 -4.77 -2.67
H -4.16 -2.40 -1.89
H -1.54 -0.53 4.20
H -2.07 1.53 5.35
H -0.78 3.61 4.88
H 1.04 3.56 3.20
C 2.42 4.02 -3.55
C 1.89 3.15 -2.42
N 1.44 1.86 -2.93
C 0.31 1.20 -2.59
S 0.33 -0.46 -2.54
N -0.83 1.86 -2.28
C -1.31 3.11 -2.85
C -1.86 4.02 -1.77
H 2.77 4.98 -3.16
H 1.65 4.21 -4.30
H 3.26 3.53 -4.05
H 1.10 3.66 -1.87
H 2.69 2.94 -1.71
H 2.19 1.22 -3.15
H -1.57 1.21 -2.02
H -2.10 2.85 -3.55
H -0.53 3.61 -3.43
H -2.69 3.54 -1.24
H -2.23 4.95 -2.20
H -1.09 4.26 -1.03
O 5.03 -0.81 0.48
S 4.00 -0.11 -0.34
N 2.59 -0.46 0.07
H 0.33 1.55 0.07
```

Output
Strongest force on any atom   19.04 eV/Å
2S+1   1
Charge   -1
DFT total energy   -3995.898964 hartree
E_HOMO   -0.087 Eh
Molecular weight   672.748 g mol⁻¹
Frontier orbital gap   4.943 eV
LUMO energy   2.59 eV